[1]
C12H25N4O8P2W | ωB97M-V/def2-TZVPD

Calculated total energy (eV): -55598.101
HOMO (eV): -10.58
HOMO-LUMO gap (eV): 6.04

The geometry in ORCA input format:
```
! RIJCOSX wB97M-V def2-TZVPD def2/J DEFGRID3
* xyz 1 1
W 0.12 0.61 0.06
O 3.06 1.29 -1.80
P 3.24 1.57 -0.24
O 4.62 1.51 0.21
O 2.16 0.73 0.48
O 2.55 3.09 -0.10
P 0.99 3.19 -0.03
O 0.63 4.65 -0.39
O 0.44 2.15 -1.11
O 0.36 2.65 1.22
H 3.93 1.30 -2.23
H 1.35 5.23 -0.67
C 1.96 -2.35 1.95
N 1.98 -1.20 2.84
C 1.16 -0.17 2.77
N 1.23 0.84 3.62
O 0.21 -0.14 1.89
H 1.71 -3.25 2.50
H 2.94 -2.46 1.48
H 1.22 -2.19 1.18
H 2.73 -1.14 3.52
H 1.92 0.90 4.34
H 0.66 1.65 3.42
C -2.40 3.07 -0.40
C -2.75 1.73 0.15
C -4.00 1.34 0.53
C -3.92 -0.02 0.96
C -2.64 -0.43 0.82
C -2.10 -1.79 1.12
N -1.87 0.64 0.32
H -3.33 3.61 -0.58
H -1.87 3.03 -1.35
H -1.81 3.67 0.30
H -4.88 1.96 0.48
H -4.73 -0.63 1.33
H -2.91 -2.52 1.04
H -1.69 -1.87 2.13
H -1.32 -2.09 0.43
C 0.61 -3.05 -1.42
C 0.10 -1.75 -2.03
C -1.37 -1.86 -2.44
C 0.97 -1.33 -3.21
N 0.18 -0.67 -1.05
H 0.48 -3.85 -2.14
H 0.05 -3.32 -0.52
H 1.67 -2.97 -1.17
H -1.49 -2.68 -3.14
H -1.71 -0.94 -2.94
H -2.02 -2.04 -1.58
H 0.96 -2.12 -3.97
H 2.00 -1.18 -2.90
H 0.60 -0.41 -3.67
*
```

---

[2]
C12H25NO | ωB97M-V/def2-TZVPD

Calculated total energy (eV): -16387.192
HOMO (eV): -8.57
Relative energy (zero: lowest compared OMol25 entry of this formula, charge and spin) (kJ/mol): 12.5
HOMO-LUMO gap (eV): 9.55
Structure (SMILES): CCC(CC)N[C@H]1CCCC[C@@H]1OC

The geometry in ORCA input format:
```
! RIJCOSX wB97M-V def2-TZVPD def2/J DEFGRID3
* xyz 0 1
C -1.90 -2.44 0.94
C -2.78 -1.24 0.63
C -2.02 -0.13 -0.11
C -3.02 0.98 -0.50
C -2.41 2.12 -1.32
N -0.93 0.33 0.73
C 0.32 0.70 0.07
C 1.10 1.66 0.97
C 2.58 1.64 0.59
C 3.20 0.29 0.97
C 2.16 -0.83 0.87
C 1.15 -0.57 -0.24
O 1.74 -0.37 -1.51
C 2.29 -1.52 -2.09
H -2.46 -3.18 1.52
H -1.04 -2.12 1.52
H -1.56 -2.91 0.03
H -3.17 -0.82 1.56
H -3.63 -1.55 0.03
H -1.59 -0.55 -1.03
H -3.45 1.40 0.42
H -3.83 0.53 -1.07
H -1.66 2.66 -0.75
H -1.94 1.73 -2.22
H -3.18 2.82 -1.61
H -1.25 1.08 1.32
H 0.16 1.19 -0.90
H 0.70 2.67 0.86
H 0.99 1.37 2.01
H 3.11 2.45 1.09
H 2.66 1.79 -0.49
H 4.04 0.08 0.30
H 3.59 0.33 1.99
H 1.60 -0.91 1.80
H 2.66 -1.79 0.71
H 0.46 -1.42 -0.30
H 2.57 -1.25 -3.11
H 3.18 -1.87 -1.56
H 1.55 -2.34 -2.12
*
```

---

[3]
C12H25NO | ωB97M-V/def2-TZVPD

Calculated total energy (eV): -16387.321
HOMO (eV): -8.42
Relative energy (zero: lowest compared OMol25 entry of this formula, charge and spin) (kJ/mol): 0.0
HOMO-LUMO gap (eV): 9.45
Structure (SMILES): CCC(CC)N[C@H]1CCCC[C@@H]1OC

The geometry in ORCA input format:
```
! RIJCOSX wB97M-V def2-TZVPD def2/J DEFGRID3
* xyz 0 1
C 2.29 -2.47 -1.01
C 0.77 -2.43 -0.90
C 0.25 -1.74 0.37
C 0.88 -2.32 1.64
C 0.09 -1.97 2.90
N 0.51 -0.31 0.27
C -0.57 0.49 -0.28
C -1.69 0.76 0.75
C -2.83 1.57 0.15
C -2.30 2.90 -0.36
C -1.20 2.67 -1.39
C -0.05 1.84 -0.82
O 0.89 1.67 -1.87
C 2.23 1.55 -1.47
H 2.59 -2.85 -1.99
H 2.72 -3.13 -0.25
H 2.70 -1.48 -0.88
H 0.37 -3.45 -0.94
H 0.38 -1.89 -1.76
H -0.84 -1.93 0.41
H 1.90 -1.96 1.73
H 0.91 -3.41 1.54
H -0.92 -2.37 2.84
H 0.58 -2.38 3.78
H 0.02 -0.89 3.03
H 0.78 0.07 1.17
H -0.98 -0.06 -1.13
H -2.07 -0.20 1.12
H -1.26 1.30 1.59
H -3.60 1.74 0.91
H -3.28 1.01 -0.67
H -3.11 3.48 -0.82
H -1.91 3.48 0.47
H -0.80 3.62 -1.75
H -1.60 2.13 -2.25
H 0.43 2.39 0.01
H 2.37 0.70 -0.80
H 2.81 1.42 -2.38
H 2.57 2.46 -0.95
*
```

---

[4]
C12H25NO12PS3 | ωB97M-V/def2-TZVPD

Calculated total energy (eV): -80705.270
HOMO (eV): -5.71
HOMO-LUMO gap (eV): 7.83

The geometry in ORCA input format:
```
! RIJCOSX wB97M-V def2-TZVPD def2/J DEFGRID3
* xyz -1 1
C -2.27 -0.70 -0.42
C -2.18 -2.17 -0.06
O -2.92 -2.65 0.78
O -1.29 -2.93 -0.73
C 0.06 -2.44 -0.70
C 0.58 -2.27 -2.12
S 2.13 -3.14 -2.39
O 2.74 -3.19 -1.08
O 1.82 -4.43 -2.94
N 3.07 -2.22 -3.30
S 2.85 -2.17 -4.89
O 3.42 -3.26 -5.62
O 3.29 -0.87 -5.35
P 0.76 -2.12 -5.54
S -0.12 -3.82 -5.90
H -1.94 -0.12 0.42
H -1.66 -0.46 -1.28
H -3.31 -0.48 -0.59
H 0.64 -3.14 -0.13
H 0.09 -1.47 -0.22
H 0.76 -1.22 -2.34
H -0.15 -2.69 -2.80
H 0.86 -1.40 -6.74
H 0.02 -1.29 -4.68
C 0.02 -2.71 4.88
C 0.70 -1.85 3.83
O -0.18 -0.82 3.34
C -0.34 0.22 4.13
O 0.18 0.42 5.20
O -1.19 1.05 3.51
C -1.53 2.24 4.24
H -0.91 -3.12 4.48
H 0.67 -3.54 5.16
H -0.22 -2.14 5.77
H 0.96 -2.45 2.96
H 1.62 -1.41 4.21
H -0.63 2.77 4.55
H -2.14 1.99 5.11
H -2.10 2.86 3.56
C 0.61 3.67 1.81
C 0.09 2.58 0.90
O -0.87 3.07 -0.04
C -0.37 3.73 -1.08
O 0.79 3.94 -1.30
O -1.38 4.13 -1.84
C -0.99 4.92 -2.97
H -0.22 4.18 2.30
H 1.27 3.24 2.57
H 1.18 4.42 1.26
H -0.43 1.83 1.49
H 0.90 2.07 0.38
H -0.24 4.40 -3.56
H -0.61 5.89 -2.64
H -1.88 5.06 -3.57
*
```

---

[5]
C12H26BF4GeS4W | ωB97M-V/def2-TZVPD

Calculated total energy (eV): -126094.000
Expectation value of S²: 2.0155
HOMO (spin up / spin down) (eV): -11.28 / -12.43
Relative energy (zero: lowest compared OMol25 entry of this formula, charge and spin) (kJ/mol): 73.6
HOMO-LUMO gap (spin up / spin down) (eV): 7.65 / 8.07

The geometry in ORCA input format:
```
! RIJCOSX wB97M-V def2-TZVPD def2/J DEFGRID3
* xyz 1 3
W 0.28 -0.13 0.44
C -4.19 -1.34 -1.74
C -3.80 -0.21 -2.32
S -0.53 1.11 -1.35
C -0.22 0.25 -2.92
C 1.14 -0.40 -2.99
S 1.50 -1.41 -1.53
C 0.31 -2.77 -1.63
C 0.51 -3.56 -0.35
S 0.27 -2.53 1.14
C -1.46 -2.85 1.59
C -1.99 -1.61 2.27
S -2.04 -0.30 1.02
H -4.26 -2.27 -2.30
H -4.50 -1.36 -0.70
H -3.76 0.72 -1.78
H -3.54 -0.18 -3.37
H -0.32 0.99 -3.71
H -1.02 -0.48 -3.07
H 1.93 0.34 -2.99
H 1.26 -1.03 -3.87
H 0.54 -3.40 -2.50
H -0.71 -2.40 -1.72
H 1.52 -3.95 -0.27
H -0.18 -4.40 -0.27
H -1.49 -3.72 2.25
H -2.02 -3.07 0.68
H -1.37 -1.30 3.11
H -3.00 -1.78 2.64
C 0.46 1.55 4.56
Ge -1.17 1.73 3.52
C -1.61 3.61 3.27
C -2.65 0.83 4.41
C -1.06 1.06 1.63
H 0.30 2.08 5.50
H 1.32 1.99 4.06
H 0.68 0.51 4.80
H -1.72 4.10 4.23
H -2.54 3.72 2.72
H -0.82 4.12 2.72
H -2.99 1.46 5.24
H -2.37 -0.14 4.84
H -3.51 0.69 3.75
H -1.41 1.93 1.06
F 2.69 0.16 0.50
B 2.46 0.83 1.75
F 3.51 1.01 2.53
F 1.47 -0.14 2.32
F 1.70 1.95 1.42
*
```